50
Properties=species:S:1:pos:R:3:lowdin_charge:R:1 method="wB97M-V/def2-TZVPD" charge=0 e_above_lowest_kj_mol=0.0 orbital_gap_ev=10.6 lumo_energy_ev=0.5
C 1.069 2.038 -1.195 -0.09
C 1.050 3.090 -2.278 -0.24
O -0.044 3.984 -2.164 -0.01
C -1.010 3.952 -3.097 -0.55
C -2.012 5.029 -2.889 0.01
O -1.031 3.168 -3.996 0.11
H 2.038 1.542 -1.179 0.07
H 0.297 1.289 -1.352 0.04
H 0.950 2.554 -0.239 0.07
H 1.958 3.699 -2.257 0.13
H 1.046 2.613 -3.263 0.12
H -1.611 6.007 -2.606 0.09
H -2.639 4.871 -2.001 0.09
H -2.679 5.148 -3.735 0.09
C 0.920 -5.924 -0.555 -0.07
C 1.166 -4.586 -1.205 -0.21
O -0.044 -4.090 -1.813 -0.02
C -0.162 -4.144 -3.134 -0.55
C -1.384 -3.453 -3.650 0.02
O 0.599 -4.739 -3.863 0.09
H 0.042 -5.987 0.090 0.08
H 1.729 -6.180 0.143 0.08
H 0.923 -6.776 -1.236 0.08
H 1.382 -3.795 -0.493 0.07
H 1.961 -4.755 -1.929 0.12
H -1.374 -3.324 -4.728 0.09
H -1.499 -2.450 -3.237 0.08
H -2.238 -4.089 -3.405 0.10
C -0.088 3.095 2.847 -0.06
C 0.165 2.590 4.259 -0.21
O 1.309 1.741 4.329 -0.01
C 1.120 0.424 4.411 -0.55
C 2.430 -0.265 4.755 0.03
O 0.050 -0.110 4.359 0.10
H 0.343 4.086 2.690 0.08
H -1.133 3.079 2.551 0.08
H 0.461 2.502 2.110 0.06
H 0.362 3.397 4.965 0.12
H -0.742 2.128 4.651 0.12
H 2.938 0.309 5.522 0.09
H 3.097 -0.335 3.896 0.09
H 2.134 -1.271 5.045 0.09
Br 0.786 -1.070 0.430 0.72
C -0.942 -0.588 1.165 -0.67
C -1.961 -0.853 0.080 -0.70
Br -3.786 -0.833 0.809 0.60
H -0.942 0.478 1.383 0.05
H -1.146 -1.163 2.060 0.05
H -1.870 -1.870 -0.295 0.03
H -1.987 -0.164 -0.756 0.05